Entry 1:
{"formula": "C40H29BF5N5O4SSeSn", "method": "wB97M-V/def2-TZVPD", "multiplicity": 1, "e_above_lowest_kcal_mol": 39.5, "e_homo_ha": [-0.271, -0.271], "symbols": ["Sn", "S", "C", "N", "N", "C", "C", "C", "C", "C", "C", "N", "N", "C", "C", "C", "C", "C", "C", "H", "H", "H", "H", "H", "H", "H", "H", "H", "H", "H", "C", "C", "C", "C", "C", "C", "N", "C", "C", "C", "C", "C", "C", "C", "O", "O", "C", "C", "H", "H", "H", "H", "H", "H", "H", "H", "H", "H", "H", "H", "H", "H", "O", "B", "O", "C", "C", "C", "C", "C", "C", "H", "H", "H", "H", "F", "C", "C", "F", "C", "F", "C", "Se", "C", "F", "C", "F"], "coordinates": [[0.3709, -1.8445, -1.5087], [2.7926, -2.2519, -1.2727], [2.8586, -1.7193, 0.4156], [4.0620, -1.6703, 0.9278], [4.3124, -1.1503, 2.0949], [3.5891, -0.2106, 2.8679], [3.7370, -0.2498, 4.2505], [3.0975, 0.6922, 5.0405], [2.3293, 1.6869, 4.4549], [2.2060, 1.7383, 3.0715], [2.8262, 0.7939, 2.2760], [1.7879, -1.5022, 1.1932], [0.6233, -1.7053, 0.7659], [-0.4294, -1.6083, 1.6872], [-0.2373, -1.1251, 2.9865], [-1.3045, -1.0723, 3.8597], [-2.5709, -1.4760, 3.4517], [-2.7602, -1.9657, 2.1672], [-1.6940, -2.0449, 1.2925], [5.2276, -1.3951, 2.4384], [4.3382, -1.0298, 4.7027], [3.2045, 0.6542, 6.1163], [1.8360, 2.4269, 5.0707], [1.6288, 2.5234, 2.6011], [2.7235, 0.8487, 1.2002], [0.7462, -0.7912, 3.2865], [-1.1528, -0.7155, 4.8698], [-3.4073, -1.4164, 4.1353], [-3.7387, -2.3045, 1.8530], [-1.8201, -2.4798, 0.3084], [2.7631, 5.9397, 1.9150], [2.4696, 5.0669, 0.7225], [3.4930, 4.3054, 0.1692], [3.2620, 3.5300, -0.9553], [2.0190, 3.5326, -1.5575], [0.9744, 4.2719, -1.0016], [-0.2789, 4.3481, -1.6217], [-0.7547, 3.5704, -2.6701], [-1.4714, 4.2042, -3.6914], [-1.9307, 3.5036, -4.7901], [-1.6872, 2.1417, -4.8959], [-1.0313, 1.4979, -3.8615], [-0.5835, 2.1778, -2.7359], [-0.0626, 1.3789, -1.5568], [-0.2760, 1.7481, -0.4158], [0.5814, 0.2964, -1.8784], [1.1909, 5.0241, 0.1624], [0.0501, 5.7676, 0.8082], [3.8330, 5.9595, 2.1145], [2.2596, 5.5717, 2.8125], [2.4279, 6.9640, 1.7436], [4.4775, 4.3241, 0.6213], [4.0609, 2.9377, -1.3833], [1.8591, 2.9708, -2.4667], [-0.7462, 5.2313, -1.5161], [-1.6462, 5.2724, -3.6257], [-2.4582, 4.0254, -5.5781], [-2.0073, 1.5914, -5.7707], [-0.8773, 0.4270, -3.9146], [-0.9013, 5.2851, 0.5868], [0.0054, 6.8098, 0.4756], [0.1671, 5.7774, 1.8908], [-2.7162, -2.3334, -2.4846], [-1.8649, -1.3368, -2.0893], [-2.5161, -0.3060, -1.4790], [-3.8424, -0.6785, -1.4563], [-4.9216, -0.0220, -0.9099], [-6.1440, -0.6807, -0.9838], [-6.2643, -1.9356, -1.5738], [-5.1703, -2.5875, -2.1329], [-3.9664, -1.9224, -2.0679], [-4.8093, 0.9356, -0.4212], [-7.0246, -0.1983, -0.5815], [-7.2316, -2.4193, -1.5932], [-5.2462, -3.5707, -2.5752], [1.6111, -9.8858, -0.8266], [1.1388, -8.6552, -0.9993], [0.0693, -8.2082, -0.2410], [-0.4921, -9.0207, 0.6548], [-0.4103, -6.9256, -0.4268], [-1.4492, -6.5200, 0.3061], [0.1488, -6.0593, -1.3627], [-0.6783, -4.3881, -1.7090], [1.2142, -6.5384, -2.1158], [1.7682, -5.7547, -3.0407], [1.7095, -7.8176, -1.9428], [2.7241, -8.2593, -2.6877]], "lowdin_charge": [0.992, 0.641, -0.773, 0.064, 0.037, -0.243, -0.031, -0.085, -0.084, -0.062, -0.035, 0.057, -0.036, -0.221, 0.007, -0.064, -0.068, -0.055, -0.020, 0.153, 0.113, 0.105, 0.103, 0.111, 0.118, 0.096, 0.108, 0.106, 0.113, 0.059, -0.051, -0.248, -0.070, -0.079, -0.022, -0.198, 0.096, -0.186, -0.020, -0.087, -0.083, -0.029, -0.076, -0.616, 0.080, -0.227, -0.171, -0.038, 0.074, 0.076, 0.083, 0.103, 0.104, 0.116, 0.126, 0.110, 0.103, 0.101, 0.102, 0.078, 0.090, 0.072, 0.086, -0.655, 0.168, -0.176, 0.020, -0.081, -0.080, 0.020, -0.177, 0.127, 0.104, 0.104, 0.126, 0.131, -0.140, -0.147, 0.122, -0.261, 0.076, -0.477, 0.787, -0.255, 0.081, -0.145, 0.123]}

Entry 2:
{"formula": "C6H14N2", "method": "wB97M-V/def2-TZVPD", "multiplicity": 1, "e_above_lowest_kcal_mol": 79.0, "smiles": "CC[C@@H]1C[C@@]1(C)NN", "e_homo_ha": -0.285, "symbols": ["C", "C", "C", "C", "C", "C", "N", "N", "H", "H", "H", "H", "H", "H", "H", "H", "H", "H", "H", "H", "H", "H"], "coordinates": [[-2.3913, -1.5727, 0.1426], [-1.6492, -0.3330, -0.3221], [-0.0214, -0.5528, -0.0228], [0.3990, 0.1215, 1.2589], [0.6226, 0.7544, -0.0884], [0.1435, 2.0989, -0.5347], [2.0731, 0.2963, -0.7392], [3.0753, -0.4135, -0.0135], [-3.4698, -1.4628, -0.0157], [-2.2311, -1.7545, 1.2099], [-2.0607, -2.4618, -0.4033], [-1.7533, -0.1965, -1.4019], [-2.0719, 0.5448, 0.1734], [0.2622, -1.5182, -0.4132], [-0.3757, 0.5163, 1.9081], [1.2564, -0.2573, 1.8000], [-0.7543, 2.4088, 0.0096], [0.9208, 2.8469, -0.3526], [-0.0812, 2.0909, -1.6049], [2.0220, 0.0339, -1.7262], [3.3622, 0.1176, 0.8092], [2.7228, -1.3071, 0.3268]], "lowdin_charge": [-0.135, -0.203, -0.215, -0.051, -0.401, -0.037, -0.106, -0.039, 0.067, 0.073, 0.069, 0.102, 0.094, 0.130, 0.108, 0.082, 0.079, 0.082, 0.082, 0.098, 0.069, 0.052]}

Entry 3:
{"formula": "C16H30ClN6O6", "method": "wB97M-V/def2-TZVPD", "multiplicity": 1, "charge": 1, "e_homo_ha": -0.467, "symbols": ["C", "C", "C", "Cl", "N", "C", "N", "C", "N", "C", "C", "N", "N", "C", "C", "C", "N", "H", "H", "H", "H", "H", "H", "H", "H", "H", "H", "H", "H", "H", "H", "H", "H", "H", "H", "C", "O", "C", "O", "O", "C", "H", "H", "H", "H", "H", "H", "C", "O", "C", "O", "O", "C", "H", "H", "H", "H", "H", "H"], "coordinates": [[1.3768, -1.3557, 4.0593], [1.4779, -1.4600, 2.5280], [0.8071, -0.2988, 1.8059], [1.6954, 0.1170, 0.2779], [-0.5816, -0.5181, 1.5081], [-1.2552, -1.6515, 1.3383], [-2.5221, -1.4500, 1.0712], [-2.6703, -0.1140, 1.0689], [-3.8596, 0.4434, 0.8540], [-4.2392, 1.8453, 0.8769], [-5.6983, 1.9445, 1.2903], [-6.5993, 2.5615, 0.6736], [-1.4979, 0.5025, 1.3056], [-1.0905, 1.8891, 1.3650], [-1.1521, 2.4730, 2.7763], [-1.7048, 3.8644, 2.9465], [-0.6924, 1.7570, 3.7072], [0.5255, -1.9042, 4.4543], [2.2702, -1.8151, 4.4783], [1.3564, -0.3189, 4.3835], [2.5304, -1.4001, 2.2612], [1.1428, -2.4353, 2.1818], [0.9118, 0.5821, 2.4280], [-0.8061, -2.6273, 1.4121], [-4.5892, -0.2232, 0.6486], [-3.6674, 2.3990, 1.6193], [-4.1522, 2.2983, -0.1124], [-5.9421, 1.4194, 2.2146], [-6.2413, 3.0043, -0.1749], [-1.6889, 2.4973, 0.6932], [-0.0644, 1.9836, 1.0100], [-2.3869, 4.1503, 2.1486], [-0.8840, 4.5823, 2.9416], [-2.2224, 3.9184, 3.9014], [-0.7630, 2.2220, 4.6106], [0.2440, -2.9377, -1.8491], [1.1417, -4.0145, -2.0862], [0.5484, -5.2159, -2.0990], [-0.6233, -5.4095, -1.9063], [1.4713, -6.1325, -2.3472], [0.9775, -7.4782, -2.3937], [0.8386, -2.0279, -1.8526], [-0.5097, -2.8784, -2.6323], [-0.2424, -3.0540, -0.8809], [0.2407, -7.5865, -3.1862], [0.5413, -7.7580, -1.4374], [1.8378, -8.1052, -2.6033], [2.9993, 1.9260, -1.8171], [2.7658, 2.6488, -3.0231], [3.8619, 2.8124, -3.7764], [4.9582, 2.4053, -3.5018], [3.5204, 3.4941, -4.8622], [4.6037, 3.7444, -5.7676], [2.0454, 1.8682, -1.3043], [3.3621, 0.9211, -2.0340], [3.7154, 2.4490, -1.1841], [5.0222, 2.8082, -6.1299], [5.3774, 4.3355, -5.2828], [4.1792, 4.3025, -6.5958]], "lowdin_charge": [-0.067, -0.237, -0.595, 0.749, -0.012, -0.068, 0.195, -0.292, 0.114, -0.150, -0.233, 0.131, 0.076, -0.068, -0.383, -0.018, 0.171, 0.078, 0.082, 0.068, 0.102, 0.105, 0.080, 0.147, 0.163, 0.097, 0.129, 0.117, 0.062, 0.124, 0.109, 0.073, 0.101, 0.094, 0.085, -0.050, 0.009, -0.623, 0.125, 0.014, -0.025, 0.073, 0.105, 0.069, 0.100, 0.098, 0.096, -0.109, 0.002, -0.623, 0.133, 0.009, -0.028, 0.006, 0.091, 0.104, 0.099, 0.099, 0.095]}

no.,molar mass (g/mol),energy (eV)
1,979.24,-153867.690
2,114.19,-9426.058
3,437.90,-50819.403